[1]
The following is a quantum chemistry calculation of the molecule C21H17NO2 at a distorted geometry, from the Open Molecules 2025 dataset.

Positions of all 41 atoms, in Å:
1 C 0.395 -4.218 1.623
2 C 0.231 -2.875 2.361
3 O -0.837 -2.744 2.970
4 O 1.138 -1.823 2.107
5 C 0.721 -0.637 2.657
6 C 0.965 -0.307 4.021
7 C 0.601 0.907 4.517
8 C -0.076 1.854 3.723
9 C -0.640 3.026 4.346
10 C -1.405 3.929 3.669
11 C -1.651 3.652 2.301
12 C -1.124 2.552 1.630
13 C -0.322 1.546 2.348
14 C 0.246 0.368 1.830
15 C 0.371 0.162 0.396
16 C -0.533 -0.739 -0.266
17 C -0.511 -0.811 -1.772
18 N 0.206 0.055 -2.500
19 C 0.308 -0.196 -3.875
20 C 0.218 -1.397 -4.493
21 C 0.353 -1.481 -5.941
22 C 0.568 -0.283 -6.668
23 C 0.761 0.863 -5.971
24 C 0.678 0.902 -4.602
25 H 0.444 -3.994 0.493
26 H -0.552 -4.774 1.754
27 H 1.177 -4.827 2.127
28 H 1.458 -0.907 4.686
29 H 0.720 1.080 5.546
30 H -0.374 3.260 5.328
31 H -1.701 4.818 4.189
32 H -2.339 4.359 1.812
33 H -1.339 2.556 0.552
34 H 1.102 0.715 -0.238
35 H -1.257 -1.506 0.139
36 H -1.054 -1.563 -2.287
37 H 0.064 -2.282 -3.876
38 H 0.341 -2.510 -6.307
39 H 0.693 -0.309 -7.739
40 H 1.099 1.742 -6.511
41 H 0.858 1.835 -4.078

Properties
Multiplicity: 1
Total charge: 0
HOMO-LUMO gap, eV: 7.74
SMILES: CC(=O)Oc1ccc2ccccc2c1/C=C/C=N/c1ccccc1
HOMO level, eV: -8.11

=====

[2]
The following is a quantum chemistry calculation of the molecule C3H3N5 at a distorted geometry, from the Open Molecules 2025 dataset.

Positions of all 11 atoms, in Å:
1 C -0.990 0.818 -0.002
2 N -1.750 -0.322 0.046
3 N -0.991 -1.481 -0.095
4 C 0.240 -1.022 -0.099
5 N 1.518 -1.475 0.086
6 N 2.248 -0.429 -0.002
7 N 1.594 0.697 -0.028
8 C 0.328 0.381 -0.028
9 H -1.504 1.796 -0.017
10 H -2.767 -0.495 0.193
11 H 2.075 1.531 -0.055

Properties
Multiplicity: 1
Total charge: 0
HOMO-LUMO gap, eV: 9.67
SMILES: c1[nH]nc2nn[nH]c12
HOMO level, eV: -8.94

=====

[3]
The following is a quantum chemistry calculation of a structure of composition C13H10N2O4SSn at a distorted geometry, from the Open Molecules 2025 dataset.

Positions of all 31 atoms, in Å:
1 Sn -0.023 -0.240 -0.630
2 C 0.109 0.608 2.255
3 O 0.088 0.837 3.362
4 C -0.016 2.480 -0.642
5 O -0.004 3.604 -0.537
6 C -2.481 -0.100 -0.209
7 O -3.578 0.029 0.088
8 C 2.460 -0.036 -0.269
9 O 3.571 0.013 0.015
10 C -0.005 -1.658 -4.962
11 H 0.928 -2.203 -4.814
12 H -0.934 -2.200 -4.782
13 C -0.009 -0.348 -5.275
14 H -0.939 0.215 -5.361
15 H 0.919 0.215 -5.385
16 N 1.474 -2.882 -1.087
17 C 0.754 -3.125 0.010
18 N -0.023 -2.194 0.578
19 C -0.681 -2.699 1.732
20 C -1.572 -1.990 2.554
21 C -2.113 -2.615 3.687
22 C -1.752 -3.940 3.954
23 C -0.868 -4.663 3.132
24 C -0.328 -4.017 2.017
25 S 0.817 -4.676 0.842
26 H 2.077 -3.611 -1.463
27 H 1.454 -1.993 -1.565
28 H -1.837 -0.980 2.297
29 H -2.801 -2.099 4.354
30 H -2.164 -4.447 4.814
31 H -0.570 -5.696 3.287

Properties
Multiplicity: 1
Total charge: +2
HOMO-LUMO gap, eV: 6.26
HOMO level, eV: -15.14

=====

[4]
The following is a quantum chemistry calculation of a structure of composition C4ClF12N2O8S4Ti at a distorted geometry, from the Open Molecules 2025 dataset.

Positions of all 32 atoms, in Å:
1 Ti 22.320 7.063 -5.583
2 Cl 25.041 7.829 -5.293
3 C 20.347 9.693 -5.110
4 F 21.356 10.252 -5.791
5 F 19.348 10.569 -5.043
6 F 19.986 8.576 -5.725
7 S 20.951 9.357 -3.327
8 O 21.891 10.396 -3.042
9 O 19.748 9.291 -2.549
10 N 21.856 7.892 -3.415
11 S 21.061 6.770 -2.643
12 O 20.964 6.931 -1.203
13 O 19.854 6.353 -3.325
14 C 22.267 5.302 -2.834
15 F 21.964 4.335 -1.953
16 F 22.154 4.756 -4.066
17 F 23.529 5.699 -2.659
18 C 23.554 5.703 -8.648
19 F 23.264 6.965 -8.321
20 F 23.530 5.603 -9.964
21 F 24.740 5.421 -8.152
22 S 22.270 4.474 -7.926
23 O 21.643 3.893 -9.110
24 O 23.045 3.588 -7.085
25 N 21.316 5.556 -7.019
26 S 19.798 5.236 -7.098
27 O 19.080 6.013 -6.120
28 O 19.209 5.284 -8.437
29 C 19.484 3.441 -6.483
30 F 18.259 3.392 -5.974
31 F 19.541 2.563 -7.497
32 F 20.361 3.049 -5.567

Properties
Multiplicity: 4
Total charge: -2
HOMO-LUMO gap (spin up / spin down), eV: 4.51 / 8.01
HOMO level (spin up / spin down), eV: 0.37 / -3.15

=====

Which formula does entry 3 have?
C13H10N2O4SSn

=====

What is the multiplicity in the first record?
1

=====

What is the total charge in the fourth record?
-2

=====

Which of these has the lowest total charge?
C4ClF12N2O8S4Ti